Model A:
The following is a DFT calculation (the ωB97M-V functional and the def2-TZVPD basis) of C4H13N3O as an isolated structure.

Geometry (Å):
1 O -0.916 1.040 1.677
2 H -2.517 -0.926 -1.131
3 H 2.972 1.338 0.120
4 C -1.103 0.580 0.573
5 H -1.540 1.077 -0.302
6 H 0.471 -1.324 1.555
7 C 1.140 0.455 -0.656
8 H -0.979 -1.372 2.272
9 N 1.015 1.156 -1.932
10 H 0.080 -0.387 -0.499
11 N -0.487 -1.640 1.417
12 H 1.925 1.230 -2.381
13 H 1.647 -0.500 -0.866
14 C -2.112 -1.569 -0.351
15 H -2.906 -1.852 0.344
16 N -1.020 -0.890 0.333
17 H 1.487 2.153 0.656
18 C 1.930 1.183 0.421
19 H 0.679 2.103 -1.789
20 H -1.710 -2.470 -0.814
21 H 1.945 0.617 1.354

Output
* gap between HOMO and LUMO: 8.61 eV
* M: 119.17 u
* HOMO level: -7.796 eV
* lowest unoccupied orbital energy: 0.81 eV



Model B:
The following is a DFT calculation (the ωB97M-V functional and the def2-TZVPD basis) of a 3-piece molecular cluster, C4H13N3O overall.

Geometry (Å):
1 H -0.956 2.781 1.527
2 H 0.151 -1.638 2.320
3 O -0.325 2.418 -0.317
4 C 0.488 -2.169 1.426
5 N -0.790 0.195 -2.063
6 N -0.993 0.307 -0.761
7 C 1.500 0.410 -0.392
8 N -1.143 3.076 0.566
9 C 0.068 0.324 0.055
10 H 1.796 -0.477 -0.960
11 H 0.095 0.490 -2.462
12 H 1.548 -1.953 1.280
13 H -1.404 -1.911 0.340
14 H 2.154 0.497 0.472
15 H 0.404 -3.241 1.649
16 H 1.655 1.296 -1.010
17 H -0.187 0.483 1.095
18 H -2.124 2.890 0.349
19 C -0.331 -1.801 0.227
20 H -1.638 0.170 -2.606
21 H 0.033 -2.145 -0.736

Output
* gap between HOMO and LUMO (spin up / spin down): 8.80 / 6.24 eV
* M: 119.17 u
* HOMO level (spin up / spin down): -7.825 / -6.007 eV
* lowest unoccupied orbital energy (spin up / spin down): 0.98 / 0.23 eV



Stability check: which of them is least stable? model B.